1.
This record from OMol25 describes C36H42As2Cl2GeN3O9Pd as an isolated structure in a non-equilibrium geometry. The level of theory is ωB97M-V/def2-TZVPD.

```
! wB97M-V def2-TZVPD RIJCOSX def2/J DEFGRID3
* xyz 2 2
Pd -1.03682 -0.46676 -0.49036
C 0.17420 -4.37638 2.92122
O 0.66746 -3.91973 4.18379
C 0.15650 -2.82830 4.75907
O 0.45061 -2.54730 5.88490
C -0.71947 -1.89788 3.94062
C -1.99609 -1.74920 4.29964
As -3.18819 -0.29660 3.65402
C -4.86584 -1.27711 3.67444
C -2.35170 -0.74889 1.89285
C -1.21237 0.00037 1.58362
As 0.35769 -0.82369 2.68555
C 0.58160 0.64346 3.95273
C -1.34733 1.51513 1.75767
O -2.35405 2.10617 2.02238
O -0.14723 2.07234 1.53372
C -0.08584 3.50038 1.67815
C -2.31132 -2.17152 1.36542
O -1.42734 -2.50580 0.56308
O -3.26031 -2.93033 1.80396
C -3.30395 -4.34452 1.46221
C -2.65738 -2.79023 5.16785
O -2.96797 -3.84639 4.68477
O -2.95657 -2.49639 6.42307
C -2.40122 -1.31522 7.03708
H 0.20917 -5.46195 2.95836
H 0.81884 -4.01121 2.12082
H -0.85295 -4.05514 2.76191
H -5.24068 -1.18668 4.69537
H -4.78706 -2.32018 3.39527
H -5.54866 -0.74668 3.01121
H -0.37359 1.06872 4.26225
H 1.23175 1.41049 3.54370
H 1.05584 0.17583 4.81841
H 0.86977 3.78949 1.24918
H -0.12812 3.77010 2.73221
H -0.92026 3.97285 1.16246
H -3.13123 -4.87460 2.39511
H -2.55057 -4.57794 0.71627
H -4.30718 -4.52662 1.09120
H -2.90355 -1.23606 7.99492
H -2.61279 -0.42318 6.44399
H -1.32874 -1.44301 7.16717
C 1.31367 -2.11262 -0.64155
Ge 1.34373 -0.32214 -1.43443
C 2.80607 0.68634 -0.66934
C 2.78768 1.17552 0.63958
C 3.87588 1.86021 1.15738
C 5.00566 2.07191 0.37683
C 5.04151 1.59065 -0.92286
C 3.95070 0.90200 -1.44675
C 1.57960 -0.45312 -3.36732
C 2.57106 -1.38134 -3.59272
C 3.17419 -1.55045 -4.86044
C 2.77590 -0.77353 -5.89747
C 1.73519 0.17408 -5.73561
C 1.32292 0.95569 -6.84723
C 0.28891 1.83166 -6.74852
C -0.40509 1.93939 -5.52226
C -0.01490 1.21292 -4.43586
C 1.09387 0.32588 -4.47977
H 2.09655 -2.62314 -1.20020
H 0.39638 -2.67598 -0.74427
H 1.58900 -2.04044 0.40649
H 1.90842 1.04071 1.26432
H 3.84688 2.22921 2.17452
H 5.85459 2.60518 0.78212
H 5.92085 1.74285 -1.53393
H 4.00724 0.54934 -2.46591
H 2.97574 -1.97639 -2.78579
H 3.95427 -2.28851 -4.98537
H 3.23421 -0.88159 -6.87241
H 1.84305 0.82417 -7.78769
H -0.02106 2.41574 -7.60373
H -1.27441 2.58239 -5.45919
H -0.59592 1.26565 -3.53525
Cl -1.51423 -1.39477 -2.82890
C -3.31210 -1.59762 -2.73202
Cl -3.97693 -1.00584 -1.21943
H -3.50645 -2.65946 -2.82437
H -3.72697 -1.02603 -3.55384
C 0.95991 4.95327 -2.92928
N 0.48292 3.73793 -2.28801
C -0.90404 3.44921 -1.94555
C -0.74739 2.05616 -1.41026
O -1.68911 1.35102 -0.99525
N 0.50784 1.63394 -1.45399
C 1.22261 2.66624 -1.99600
N 2.52588 2.59387 -2.19536
H 0.18485 5.71105 -2.85711
H 1.18392 4.77759 -3.98206
H 1.84215 5.33591 -2.41618
H -1.57288 3.46237 -2.80937
H -1.29992 4.12465 -1.18375
H 3.02982 1.75877 -1.92398
H 3.03067 3.33964 -2.64195
*
```

Properties
ΔE to the lowest compared entry with this formula, charge and spin ... 2.191 eV
LUMO (alpha / beta) ... -6.7 / -6.9 eV
⟨S²⟩ ... 0.845
E ... -267610.89861 eV
F_max ... 0.0897 Eh/bohr

Atomic partial charges in e from the Löwdin method, atoms 1 to 8:
1. Pd 0.6589
2. C -0.0268
3. O 0.0044
4. C -0.5341
5. O 0.1531
6. C -0.3259
7. C -0.3061
8. As 1.3722

2.
This record from OMol25 describes C36H42BiCl5N3O3P2S4 as an isolated structure in a non-equilibrium geometry. The level of theory is ωB97M-V/def2-TZVPD.

```
! wB97M-V def2-TZVPD RIJCOSX def2/J DEFGRID3
* xyz 1 1
Bi 11.00363 10.20127 12.85643
C 11.33802 12.92782 17.84484
S 9.84929 13.35200 16.93703
C 10.03574 12.45958 15.45118
S 11.15263 11.11451 15.36473
N 9.18216 12.85827 14.52392
N 9.16781 12.12694 13.40541
C 8.26402 12.44048 12.53022
C 7.90052 11.60266 11.40415
C 6.77089 11.85334 10.66222
C 6.31123 10.97814 9.71251
C 7.08224 9.82058 9.49421
C 8.27836 9.68055 10.17382
N 8.69009 10.55601 11.12548
H 11.60718 13.86408 18.32998
H 12.11685 12.57960 17.19308
H 11.09148 12.21701 18.67337
H 7.68821 13.32171 12.77863
H 6.14294 12.70286 10.91374
H 5.52022 11.22097 9.09338
H 6.68943 9.07316 8.84118
H 8.92038 8.75852 10.08435
Cl 16.66190 8.58260 17.76763
C 15.37776 8.56745 16.63221
C 15.24661 9.62940 15.72842
Cl 16.44665 10.87607 15.71793
C 14.22197 9.60397 14.75992
Cl 14.15166 10.78883 13.53743
C 13.25138 8.63962 14.73211
O 12.33932 8.58610 13.75515
C 13.41278 7.57686 15.63282
Cl 12.30644 6.24970 15.54641
C 14.41603 7.54231 16.60199
Cl 14.48632 6.37589 17.91258
C 9.19079 7.93838 15.36178
P 9.12671 8.37954 13.65378
C 7.34833 8.82323 13.51981
C 9.35588 6.75550 12.87466
C 9.57209 6.59757 11.36293
P 11.06434 7.59115 10.97432
C 11.30562 7.85303 9.14367
C 12.33612 6.39664 11.42617
H 8.51841 7.10630 15.53285
H 8.88804 8.86420 15.87901
H 10.23348 7.70535 15.77932
H 6.89264 8.14720 14.26622
H 6.94625 8.71625 12.51786
H 7.18815 9.88800 13.86250
H 8.47711 6.19126 13.23516
H 10.22585 6.43348 13.46025
H 8.65638 6.89491 10.88845
H 9.74476 5.59628 11.07951
H 10.41876 8.18086 8.56677
H 11.70206 6.90203 8.70919
H 12.01591 8.65325 9.10663
H 12.22329 5.46069 10.79711
H 12.13665 6.11183 12.43721
H 13.35376 6.73979 11.27225
O 12.70712 10.71034 10.62431
S 14.02871 11.50824 10.47294
C 14.16443 11.99471 8.72220
C 12.99146 12.82270 8.13482
C 11.88562 11.89159 7.47289
C 10.57588 11.71506 8.33596
S 9.50508 13.14574 8.85794
O 9.79733 13.36798 10.32833
C 10.13723 14.51672 7.97520
C 9.89999 14.49208 6.62677
C 10.19762 15.64353 5.93564
C 10.81736 16.69978 6.55772
C 11.07826 16.69730 7.91985
C 10.66946 15.59929 8.64719
C 13.85222 13.05863 11.42282
C 15.08510 13.75060 11.67938
C 15.04279 14.97614 12.32192
C 13.83759 15.53145 12.77690
C 12.69320 14.85965 12.47480
C 12.65703 13.60496 11.79004
H 14.37884 11.03149 8.22537
H 15.12053 12.59810 8.70747
H 13.44764 13.43458 7.28552
H 12.60274 13.47642 8.88383
H 12.28224 10.88698 7.26435
H 11.54878 12.20181 6.50359
H 10.80949 11.34941 9.30918
H 9.90353 11.00348 7.88133
H 9.32326 13.64167 6.22227
H 9.85602 15.66176 4.91107
H 11.00152 17.61365 6.02476
H 11.50156 17.54557 8.55096
H 10.88780 15.54093 9.69229
H 16.05040 13.32681 11.42428
H 16.03182 15.44461 12.59509
H 13.83260 16.45163 13.32722
H 11.75888 15.18559 12.82745
H 11.74636 13.15442 11.50092
*
```

Properties
ΔE to the lowest compared entry with this formula, charge and spin ... 2.116 eV
LUMO ... -3.0 eV
E ... -178989.91905 eV
F_max ... 0.0595 Eh/bohr

Atomic partial charges in e from the Löwdin method, atoms 1 to 8:
1. Bi 1.4630
2. C -0.4244
3. S 0.8836
4. C -1.0445
5. S 0.5298
6. N -0.1109
7. N -0.1249
8. C -0.0899

3.
This record from OMol25 describes a 13-piece molecular cluster, C36H42F20N16O40S20 overall in a non-equilibrium geometry. The level of theory is ωB97M-V/def2-TZVPD.

```
! wB97M-V def2-TZVPD RIJCOSX def2/J DEFGRID3
* xyz -4 1
C 0.52711 29.01518 -8.26753
N 1.42476 29.27909 -7.06184
C 1.77844 30.56265 -6.71681
C 2.59830 30.70598 -5.65609
C 2.93495 29.56761 -4.81882
C 2.55946 28.28952 -5.23756
C 1.84398 28.16096 -6.36824
C 3.67199 29.72323 -3.57190
C 5.03884 29.87567 -3.58722
C 5.62474 30.21379 -2.34079
N 4.92137 30.11447 -1.20435
C 3.59923 29.92741 -1.18382
C 2.92343 29.68120 -2.32032
C 5.68727 30.55101 0.02494
H -0.39966 28.55886 -7.91972
H 1.12514 28.44677 -8.97982
H 0.25032 29.94113 -8.77164
H 1.37907 31.44615 -7.19256
H 2.83010 31.63386 -5.15438
H 2.90940 27.45212 -4.65215
H 1.62743 27.18991 -6.78845
H 5.58383 29.94614 -4.51696
H 6.67631 30.44056 -2.24504
H 3.03844 29.90365 -0.26113
H 1.84709 29.73387 -2.39191
H 6.66982 30.08201 0.07732
H 5.14325 30.39439 0.95640
H 5.67837 31.63131 -0.11983
C 1.79032 26.53519 -20.00834
N 1.87515 26.35138 -18.54975
C 0.92624 25.64854 -17.83867
C 1.16691 25.27148 -16.54351
C 2.28564 25.86857 -15.91850
C 3.18066 26.64455 -16.62021
C 3.01700 26.83520 -17.99470
C 2.38599 25.67500 -14.44033
C 3.60254 25.27717 -13.87554
C 3.76322 25.24051 -12.53723
N 2.76956 25.56228 -11.65123
C 1.50447 25.71044 -12.10792
C 1.40151 25.99518 -13.49931
C 3.13378 25.58336 -10.22811
H 1.84610 27.60692 -20.19912
H 0.90481 26.13070 -20.49862
H 2.64773 26.02725 -20.44984
H 0.05419 25.23415 -18.32264
H 0.40788 24.73188 -15.99662
H 3.95733 27.15330 -16.06852
H 3.69633 27.39879 -18.61702
H 4.42940 25.00839 -14.51621
H 4.72475 24.93374 -12.15283
H 0.68404 25.92521 -11.43921
H 0.45069 26.32523 -13.89097
H 4.19621 25.77372 -10.07614
H 3.05716 24.60061 -9.76289
H 2.55903 26.33794 -9.69113
C 6.89243 37.79951 -21.93717
N 5.87519 36.76348 -21.94195
C 5.13568 36.59076 -23.01653
C 4.15995 35.53807 -23.00216
C 3.90652 34.78388 -21.85477
C 4.66981 35.06490 -20.73844
C 5.66908 36.01194 -20.78834
C 2.89174 33.73296 -21.79590
C 3.25122 32.49467 -21.25749
C 2.26889 31.45783 -21.26805
N 1.08805 31.64729 -21.85148
C 0.79129 32.76540 -22.47934
C 1.63754 33.85025 -22.48105
C 0.02771 30.58941 -21.80510
H 7.52454 37.65971 -22.81409
H 7.52838 37.85595 -21.05373
H 6.39312 38.76817 -21.91495
H 5.34714 37.17265 -23.90145
H 3.61519 35.31003 -23.90639
H 4.43603 34.44015 -19.88907
H 6.24407 36.26901 -19.91102
H 4.22554 32.32494 -20.82355
H 2.46996 30.56073 -20.70132
H -0.20064 32.89793 -22.88542
H 1.34065 34.76819 -22.96647
H -0.90463 31.03964 -21.46431
H 0.22322 29.71922 -21.17848
H -0.10298 30.22172 -22.82285
N 9.07573 24.63656 -13.33321
S 8.78704 24.98596 -11.69651
O 7.67342 24.17552 -11.23744
O 9.17787 26.28033 -11.13673
F 9.94076 23.93795 -11.26637
S 8.11864 25.72399 -13.86243
O 8.63973 27.06671 -13.85271
O 6.64913 25.58690 -13.74385
F 8.26667 25.42357 -15.40004
N 2.93089 24.90449 -4.71654
S 3.40327 24.38416 -6.24413
O 4.50867 23.52053 -6.46273
O 3.15440 25.32757 -7.32712
F 2.21897 23.28898 -6.39583
S 4.36740 25.03743 -4.24986
O 5.08494 26.15897 -4.90521
O 5.06794 23.86234 -3.82316
F 4.10846 25.67979 -2.80009
N 2.99318 21.24304 -17.93231
S 2.51158 21.79378 -16.59403
O 1.13603 22.25071 -16.46801
O 3.49365 22.50809 -15.75681
F 2.66036 20.30643 -15.88056
S 2.75815 22.81816 -18.77092
O 3.62360 23.86140 -18.28587
O 1.45946 23.22764 -19.27843
F 3.60474 22.42134 -20.07083
N 0.37472 21.09241 -11.10325
S 0.52272 21.92880 -9.88584
O 0.42269 23.42727 -10.00312
O 1.48904 21.49877 -8.95766
F -0.91399 21.55584 -9.21065
S 1.42871 21.93803 -12.08655
O 2.77897 22.18390 -11.54006
O 0.86673 22.92873 -12.97548
F 1.79931 20.72536 -13.04566
N -4.18284 26.45116 -12.74366
S -3.24661 25.92642 -11.73404
O -1.88279 26.46105 -11.70519
O -3.39728 24.51936 -11.32761
F -3.95022 26.64523 -10.48167
S -3.39624 25.55867 -14.02266
O -4.07235 24.37841 -14.47359
O -1.97116 25.63978 -14.17318
F -3.96426 26.54386 -15.20185
N 1.73338 29.58175 -18.69291
S 0.72076 29.65052 -17.61858
O 0.37694 30.96767 -17.00833
O 0.52961 28.43860 -16.80476
F -0.58660 29.50239 -18.51060
S 2.92682 30.44433 -17.86762
O 3.45666 29.84948 -16.65225
O 2.86110 31.87454 -17.99899
F 4.16381 30.02639 -18.82538
N -3.66663 27.24425 -20.30606
S -2.11793 26.90807 -20.77837
O -1.38507 25.80854 -20.25400
O -1.37375 27.98130 -21.39664
F -2.67538 26.09053 -22.10461
S -3.21301 28.07144 -19.05329
O -3.22379 29.50220 -19.41351
O -2.34835 27.47847 -18.03725
F -4.66694 27.92116 -18.39476
N 6.63573 28.45206 -8.94523
S 6.06240 28.25429 -10.54465
O 4.96123 29.19446 -10.89416
O 5.96232 26.93276 -11.11659
F 7.37394 29.00564 -11.19629
S 5.56637 27.68082 -8.30616
O 5.69115 26.25744 -8.30050
O 4.21886 28.19839 -8.30597
F 5.98582 28.00079 -6.78716
N 4.06143 28.66499 -23.67850
S 5.43289 29.60778 -23.54716
O 6.70518 29.02898 -23.87303
O 5.37121 30.71208 -22.58992
F 5.10440 30.36223 -24.96926
S 4.41523 27.82378 -22.51948
O 4.04455 28.29654 -21.19307
O 5.55741 26.92206 -22.60033
F 3.34266 26.75203 -22.86101
N 8.54433 26.42992 -19.68061
S 8.43914 26.85026 -21.29567
O 7.93539 28.24258 -21.54646
O 8.38636 25.84397 -22.36456
F 10.05609 26.97630 -21.34138
S 7.07084 26.06584 -19.62254
O 6.68365 24.84816 -20.31845
O 6.11016 27.20358 -19.52790
F 7.08081 25.60018 -18.10291
*
```

Properties
ΔE to the lowest compared entry with this formula, charge and spin ... 3.686 eV
LUMO ... 1.2 eV
E ... -414782.32121 eV
F_max ... 0.2379 Eh/bohr

Atomic partial charges in e from the Löwdin method, atoms 1 to 8:
1. C 0.0716
2. N -0.0221
3. C 0.0035
4. C 0.0346
5. C -0.1260
6. C 0.0558
7. C 0.0458
8. C -0.1132

4.
This record from OMol25 describes a 4-piece molecular cluster, C36H42F2N7O4S2 overall in a non-equilibrium geometry. The level of theory is ωB97M-V/def2-TZVPD.

```
! wB97M-V def2-TZVPD RIJCOSX def2/J DEFGRID3
* xyz 5 1
C -26.48515 -8.67040 -6.37353
N -26.16751 -7.50379 -5.52644
C -27.09457 -6.54951 -5.35014
C -26.72007 -5.31500 -4.88803
C -25.42269 -5.10493 -4.43758
C -24.54486 -6.19615 -4.40430
C -24.92093 -7.36841 -5.04637
C -25.09982 -3.75129 -3.90567
C -26.03693 -3.06269 -3.13106
C -25.78357 -1.78757 -2.69240
N -24.68150 -1.12487 -3.11573
C -23.72851 -1.79183 -3.78607
C -23.91360 -3.09742 -4.20570
C -24.37889 0.18180 -2.46426
H -27.50305 -8.99623 -6.17821
H -25.77212 -9.46530 -6.18299
H -26.42780 -8.33887 -7.41033
H -28.05826 -6.77211 -5.78930
H -27.44719 -4.51561 -4.93541
H -23.51555 -6.12893 -4.08221
H -24.33309 -8.27477 -5.09731
H -26.94776 -3.56186 -2.82987
H -26.48202 -1.22074 -2.09167
H -22.82494 -1.23956 -4.00389
H -23.08487 -3.53328 -4.74664
H -24.39439 0.04967 -1.38716
H -25.09661 0.91402 -2.82376
H -23.38152 0.50914 -2.74577
C -16.42783 -19.11285 -1.02431
N -17.77872 -18.49197 -1.20874
C -18.73585 -18.74519 -0.30477
C -19.99114 -18.19151 -0.43129
C -20.22040 -17.20308 -1.39282
C -19.18571 -16.92093 -2.27834
C -17.96346 -17.55250 -2.14049
C -21.51590 -16.46978 -1.43163
C -21.61873 -15.07307 -1.55164
C -22.85283 -14.48472 -1.40450
N -23.95455 -15.23221 -1.17757
C -23.89561 -16.56935 -1.21464
C -22.68332 -17.21079 -1.30549
C -25.25357 -14.55051 -0.98280
H -15.77478 -18.74847 -1.80943
H -16.53121 -20.18994 -1.13247
H -16.06619 -18.84654 -0.03636
H -18.47758 -19.41048 0.50876
H -20.74392 -18.37629 0.32367
H -19.28204 -16.24493 -3.11760
H -17.15403 -17.33754 -2.82287
H -20.70429 -14.50266 -1.63717
H -23.03755 -13.42226 -1.33232
H -24.82904 -17.10426 -1.10367
H -22.69255 -18.29220 -1.26801
H -25.49255 -13.95252 -1.86028
H -25.11577 -13.84272 -0.16532
H -26.01754 -15.27802 -0.74147
C -19.91294 -10.70130 -5.88834
N -20.08678 -10.23508 -4.49613
C -20.57318 -11.10377 -3.59585
C -20.90986 -10.66454 -2.33210
C -20.60865 -9.35814 -1.95288
C -20.05549 -8.51277 -2.91041
C -19.85528 -8.95199 -4.19615
C -20.84117 -8.89013 -0.56044
C -22.03290 -9.15026 0.10854
C -22.17038 -8.75170 1.42087
N -21.13932 -8.17933 2.06925
C -19.99019 -7.89384 1.44313
C -19.83246 -8.21505 0.11739
C -21.27417 -7.78597 3.49056
H -20.89043 -10.82703 -6.35435
H -19.41512 -11.66871 -5.89340
H -19.31106 -10.00728 -6.46567
H -20.71671 -12.10972 -3.95991
H -21.46759 -11.33031 -1.68915
H -19.95636 -7.45841 -2.68524
H -19.55192 -8.29528 -4.99751
H -22.82143 -9.69734 -0.39402
H -23.08333 -8.80399 1.99669
H -19.23371 -7.39446 2.03320
H -18.87273 -8.02767 -0.34736
H -20.46770 -8.25894 4.04855
H -22.21455 -8.12021 3.91490
H -21.18775 -6.70500 3.56915
N -23.99092 -11.75312 -2.94106
S -24.87769 -10.39649 -2.77734
O -25.94989 -10.16579 -3.65457
O -24.00592 -9.30648 -2.44336
F -25.50995 -10.77093 -1.40176
S -24.09765 -12.17994 -4.44781
O -23.78824 -11.10826 -5.35762
O -25.12256 -13.09153 -4.79810
F -22.73661 -13.05694 -4.51704
*
```

Properties
ΔE to the lowest compared entry with this formula, charge and spin ... 0.000 eV
LUMO ... -12.0 eV
E ... -83691.97608 eV
F_max ... 0.0543 Eh/bohr

Atomic partial charges in e from the Löwdin method, atoms 1 to 8:
1. C 0.0524
2. N -0.0656
3. C 0.0446
4. C 0.0529
5. C -0.1148
6. C 0.0610
7. C 0.0123
8. C -0.1216